The following is a quantum chemistry calculation of C47H34N5OPt as an isolated structure at a distorted geometry, from the OMol25 dataset.

Output
molar mass	879.9	g/mol
frontier orbital gap (spin up / spin down)	5.325 / 5.328	eV
highest occupied orbital energy (spin up / spin down)	-9.58 / -9.58	eV
E	-2279.6073	Ha

ORCA input file:
```
! RIJCOSX wB97M-V def2-TZVPD def2/J DEFGRID3
* xyz 1 1
Pt -1.2769 0.1302 -0.4981
C -2.8468 -4.5162 5.3799
C -1.6447 -3.8265 5.3357
C -1.3728 -2.9710 4.2785
C -2.2941 -2.8182 3.2475
C -3.4969 -3.5205 3.2942
C -3.7760 -4.3576 4.3622
C -2.0156 -1.9341 2.0875
C -1.8018 -2.5241 0.8471
C -1.8307 -3.9410 0.5874
C -1.5514 -4.1086 -0.7240
C -1.3016 -2.8002 -1.2833
N -1.4958 -1.8651 -0.3123
C -0.7482 -2.5890 -2.5496
C -0.1810 -1.3422 -2.9126
C 0.7030 -1.0908 -3.9987
C 0.9029 0.2578 -4.0605
C 0.0972 0.8402 -3.0399
C -0.1743 2.2185 -2.9315
C 0.3435 3.1035 -3.9968
C 1.0926 4.2355 -3.6717
C 1.6130 5.0377 -4.6736
C 1.3712 4.7335 -6.0047
C 0.5934 3.6334 -6.3338
C 0.0824 2.8181 -5.3390
C -0.9794 2.7800 -1.9396
N -1.4579 2.1269 -0.8409
C -2.2512 3.0024 -0.1472
C -2.8649 2.7349 1.0728
C -3.8734 3.6557 1.6339
C -5.1343 3.1167 1.9154
C -6.1660 3.9224 2.3618
C -5.9516 5.2780 2.5640
C -4.6975 5.8175 2.3198
C -3.6674 5.0178 1.8521
C -2.6373 1.5369 1.7924
C -2.9138 1.3615 3.1768
C -2.6025 0.0650 3.4877
C -2.1502 -0.5496 2.2881
N -2.1321 0.3824 1.2792
C -2.3124 4.2430 -0.8742
C -1.5119 4.1152 -1.9580
N -0.4943 -0.1557 -2.3070
C -0.8175 -3.6977 -3.5226
C -2.0576 -4.3268 -3.6982
C -2.2158 -5.3692 -4.5935
C -1.1387 -5.7998 -5.3536
C 0.0955 -5.1869 -5.1981
C 0.2583 -4.1590 -4.2843
H -3.0557 -5.1813 6.2063
H -0.9137 -3.9593 6.1217
H -0.4339 -2.4328 4.2367
H -4.2204 -3.3849 2.5006
H -4.7180 -4.8877 4.3951
H -2.0314 -4.6958 1.3272
H -1.4745 -5.0314 -1.2697
H 1.1589 -1.8133 -4.6463
H 1.5412 0.7885 -4.7431
H 1.2799 4.4655 -2.6305
H 2.2141 5.8978 -4.4125
H 1.7712 5.3656 -6.7850
H 0.3884 3.4058 -7.3704
H -0.5601 1.9856 -5.5923
H -5.3047 2.0639 1.7347
H -7.1389 3.4905 2.5523
H -6.7583 5.9094 2.9091
H -4.5215 6.8692 2.5003
H -2.6863 5.4449 1.6906
H -3.2731 2.1241 3.8449
H -2.7216 -0.4198 4.4407
H -2.9059 5.0937 -0.5931
H -1.3289 4.8415 -2.7298
H -2.9153 -3.9558 -3.1530
H -3.1821 -5.8431 -4.7032
H -1.2561 -6.6133 -6.0559
H 0.9400 -5.5150 -5.7894
H 1.2454 -3.7476 -4.1342
N 2.4031 -1.7652 1.9418
C 1.6232 -1.0251 1.1236
O 1.1743 -1.4697 0.0892
C 1.3310 0.3900 1.6254
C 0.7072 1.2687 0.5853
H 2.6500 -2.7023 1.6705
H 2.8406 -1.3789 2.7593
H 2.2818 0.8259 1.9600
H 0.6778 0.3173 2.4999
H 1.2947 1.3915 -0.3182
H 0.2856 2.1920 0.9623
*
```

Löwdin atomic charge list, values in e, 6 entries:
1. Pt 1.4299
2. C -0.0752
3. C -0.0685
4. C -0.0311
5. C -0.2209
6. C -0.0326

=====

The following is a quantum chemistry calculation of a 2-piece molecular cluster, C9H14 overall at a distorted geometry, from the OMol25 dataset.

Output
molar mass	122.2	g/mol
SMILES	Cc1ccccc1.CC
frontier orbital gap	10.021	eV
highest occupied orbital energy	-8.98	eV
E	-351.3071	Ha

ORCA input file:
```
! RIJCOSX wB97M-V def2-TZVPD def2/J DEFGRID3
* xyz 0 1
C 0.3607 -0.3458 -1.5051
C -0.8082 -0.8527 -0.6970
C -0.7491 -0.9151 0.6850
C -1.8738 -1.3188 1.4050
C -3.0840 -1.5556 0.7756
C -3.1473 -1.4411 -0.6032
C -1.9853 -1.2374 -1.3384
H 0.2432 0.6057 -2.0179
H 0.4593 -1.0470 -2.3344
H 1.2783 -0.3506 -0.9199
H 0.1255 -0.7340 1.2888
H -1.8407 -1.3592 2.4883
H -3.9420 -1.8010 1.3800
H -4.0566 -1.5148 -1.1866
H -1.9679 -1.5442 -2.3757
C 1.8497 1.9952 0.7216
C 3.3730 1.8450 0.6034
H 1.4157 1.0095 0.8308
H 1.6046 2.8069 1.4018
H 1.4816 2.2811 -0.2689
H 3.8145 2.7587 0.1933
H 3.6269 1.0541 -0.1053
H 3.8218 1.6613 1.5785
*
```

natural (NBO) atomic charge list, values in e, 6 entries:
1. C -0.6317
2. C -0.0011
3. C -0.2300
4. C -0.1952
5. C -0.2353
6. C -0.1870

=====

What is the formula in the second record? C9H14

=====

molar mass of number 1 (C47H34N5OPt)? 879.9 g/mol

=====

Look up the E of the second one. -351.3071 Ha